No. 1
Density functional theory data (ωB97M-V/def2-TZVPD) for C40H47As2FGeNO4PRe as an isolated structure.

For the total energy, the calculation gives -8975.978555 Eh. Its energy above the lowest of the compared OMol25 structures with the same formula, charge and spin is 73.1 kJ/mol. The multiplicity is 2. The orbital gap (spin up / spin down) comes out at 6.7011 / 6.5941 eV. Its expectation value of S² is 0.87.

Positions of all 98 atoms, in Å:
Re  -0.52696  0.00384  0.47005
C  2.72395  -2.63553  -3.47388
As  2.68206  -2.51333  -1.52637
C  4.44481  -3.29583  -1.19568
C  1.61245  -4.13060  -1.16158
C  1.85137  -5.32663  -1.83802
C  1.13855  -6.47770  -1.53551
C  0.18088  -6.44671  -0.53148
C  -0.06321  -5.26694  0.15709
C  0.63852  -4.10228  -0.15944
As  0.36416  -2.47000  0.89053
C  1.94533  -2.64139  2.01989
C  -1.01116  -3.05726  2.14006
H  3.33649  -1.81830  -3.85337
H  1.71511  -2.52266  -3.86644
H  3.14282  -3.58751  -3.80117
H  4.59998  -4.19376  -1.79287
H  4.53616  -3.54453  -0.13916
H  5.20405  -2.55664  -1.44846
H  2.60938  -5.36682  -2.61180
H  1.33530  -7.39499  -2.07541
H  -0.37501  -7.34033  -0.27649
H  -0.80571  -5.27087  0.94138
H  2.04885  -3.68847  2.29885
H  1.85345  -2.03083  2.91704
H  2.81851  -2.31603  1.45768
H  -1.83275  -3.51416  1.59320
H  -1.37269  -2.17214  2.65986
H  -0.61401  -3.76571  2.86630
F  -3.14187  5.14662  -3.26261
C  -2.87813  4.27108  -2.26119
C  -3.91811  3.55229  -1.71142
C  -3.63741  2.64618  -0.69650
C  -2.33582  2.43039  -0.23884
C  -1.32003  3.18588  -0.83319
C  -1.57788  4.11274  -1.83550
H  -4.92595  3.70330  -2.07769
H  -4.45287  2.08419  -0.25264
H  -0.29675  3.04424  -0.49804
H  -0.78686  4.69256  -2.29521
C  -1.01499  -1.85691  -2.47464
P  -0.84916  -0.12427  -1.86381
C  0.56016  0.47601  -2.87632
C  1.59714  1.16234  -2.25403
C  2.68934  1.61431  -2.98637
C  2.75321  1.38244  -4.35238
C  1.72093  0.69946  -4.98747
C  0.63543  0.25049  -4.25205
C  -2.30342  0.57865  -2.74866
C  -2.23423  1.58593  -3.70418
C  -3.37671  1.99508  -4.38402
C  -4.60067  1.40041  -4.11915
C  -4.68672  0.40554  -3.15351
C  -3.54879  0.00665  -2.47132
H  -1.34183  -1.90873  -3.51465
H  -1.73839  -2.37768  -1.84836
H  -0.05531  -2.35978  -2.36656
H  1.56359  1.32642  -1.18198
H  3.49157  2.14109  -2.48463
H  3.60247  1.73466  -4.92459
H  1.76339  0.51862  -6.05432
H  -0.16920  -0.27242  -4.75763
H  -1.28730  2.06729  -3.92003
H  -3.30643  2.78653  -5.12010
H  -5.48729  1.71914  -4.65291
H  -5.64172  -0.05297  -2.92738
H  -3.63234  -0.76144  -1.70850
O  1.58583  0.60128  1.32224
C  1.10542  0.45408  2.48187
O  -0.09059  0.05399  2.59752
C  1.91685  0.75820  3.69089
C  3.02709  1.58771  3.58283
C  3.77254  1.90651  4.70930
C  3.42117  1.38630  5.94553
C  2.32280  0.55305  6.01484
C  1.55178  0.23028  4.92113
N  1.95489  -0.01714  7.34227
O  2.54651  0.40751  8.31186
O  1.09623  -0.87086  7.36598
H  3.29517  1.97907  2.60995
H  4.62928  2.56141  4.62838
H  3.97974  1.61230  6.84159
H  0.68120  -0.40240  5.02308
C  -1.92849  1.76611  4.18593
Ge  -1.72563  2.65017  2.45807
C  -0.02368  3.60355  2.36526
C  -3.10187  4.04061  2.44170
C  -2.00313  1.48286  0.88311
H  -2.78690  2.20550  4.69779
H  -1.03955  1.92995  4.79991
H  -2.08006  0.69164  4.08505
H  0.18842  4.03604  3.34648
H  -0.10879  4.41758  1.64333
H  0.81043  2.96586  2.07020
H  -2.92946  4.71846  3.28344
H  -4.09348  3.59549  2.56046
H  -3.08917  4.61949  1.51778
H  -2.89631  0.91319  1.19977

***

No. 2
Density functional theory data (ωB97M-V/def2-TZVPD) for C40H47IrN5OP2S3 as an isolated structure.

For the total energy, the calculation gives -3882.356405 Eh. Its energy above the lowest of the compared OMol25 structures with the same formula, charge and spin is 0.0 kJ/mol. The orbital gap comes out at 5.3473 eV. Its net charge is +3.

Positions of all 99 atoms, in Å:
Ir  1.01703  0.05539  0.54885
C  2.59500  3.11958  3.24425
C  2.22182  2.26150  2.08469
N  1.80691  1.05168  2.19836
N  1.64152  0.44582  3.41363
C  1.24847  -0.84844  3.45601
N  1.19974  -1.43155  4.63899
S  0.82528  -1.73646  2.04802
C  2.30966  2.70181  0.67554
C  2.89371  3.89621  0.30527
C  3.07607  4.17982  -1.04491
C  2.69148  3.24072  -1.97677
C  2.07762  2.07264  -1.54104
N  1.86028  1.81440  -0.25512
H  3.11521  2.54654  4.01348
H  1.69895  3.56478  3.68627
H  3.25753  3.92877  2.95488
H  1.75405  0.99492  4.25504
H  1.54670  -1.00016  5.48280
H  0.83800  -2.37043  4.71468
H  3.22229  4.60502  1.05044
H  3.52633  5.11537  -1.34835
H  2.83772  3.40095  -3.03580
H  1.72481  1.33393  -2.23982
C  -6.12087  -2.33680  -3.13821
S  -5.04565  -2.64659  -1.72218
C  -5.42406  -1.20283  -0.68179
C  -4.17570  -0.76099  0.08113
C  -3.12727  -0.19692  -0.86608
N  -1.75363  -0.16223  -0.31752
P  -1.04774  0.94790  0.72654
C  -1.63298  0.87152  2.42503
C  -2.26503  -0.26807  2.91642
C  -2.55763  -0.37434  4.26919
C  -2.19537  0.64257  5.14185
C  -1.53750  1.77026  4.66321
C  -1.25296  1.88570  3.31118
C  -1.43447  2.58265  0.07308
C  -0.92427  2.93528  -1.18013
C  -1.30418  4.11818  -1.78704
C  -2.21151  4.96197  -1.15513
C  -2.74588  4.60911  0.07407
C  -2.36487  3.42440  0.68880
P  -0.40231  -0.91228  -1.00355
C  -0.76897  -2.66951  -1.02765
C  -1.38201  -3.25165  0.08503
C  -1.74326  -4.58598  0.06201
C  -1.49575  -5.35140  -1.07188
C  -0.88687  -4.78019  -2.17914
C  -0.52523  -3.44122  -2.16321
C  -0.12292  -0.44607  -2.71975
C  1.08546  -0.87447  -3.27903
C  1.35601  -0.63492  -4.61780
C  0.42696  0.03766  -5.40205
C  -0.77787  0.45507  -4.85287
C  -1.06405  0.20019  -3.51882
H  -5.96578  -3.15864  -3.83417
H  -5.86645  -1.40022  -3.63173
H  -7.16618  -2.33106  -2.83789
H  -6.20939  -1.46202  0.02633
H  -5.80621  -0.40135  -1.31696
H  -3.76484  -1.63309  0.59536
H  -4.44884  -0.02516  0.84247
H  -3.40382  0.80950  -1.19591
H  -3.09714  -0.84656  -1.74433
H  -2.54787  -1.06283  2.24176
H  -3.08183  -1.24525  4.64029
H  -2.44039  0.56659  6.19316
H  -1.27532  2.57221  5.34184
H  -0.75788  2.77776  2.94427
H  -0.24630  2.27141  -1.70038
H  -0.90477  4.37944  -2.75825
H  -2.51344  5.88536  -1.63114
H  -3.47352  5.24933  0.55416
H  -2.82469  3.15520  1.62746
H  -1.59804  -2.65536  0.96198
H  -2.23230  -5.02930  0.91899
H  -1.78904  -6.39231  -1.09339
H  -0.70472  -5.37233  -3.06552
H  -0.07205  -3.00614  -3.04427
H  1.80975  -1.40373  -2.66564
H  2.28540  -0.97843  -5.05293
H  0.63508  0.22063  -6.44782
H  -1.50703  0.96266  -5.47009
H  -2.01476  0.51540  -3.11180
O  2.93825  -0.80801  -0.10612
S  4.05937  -1.23343  0.86591
C  4.41383  -2.97007  0.55422
C  5.91197  -3.06554  0.80688
C  6.56298  -1.90041  0.04608
C  5.60755  -0.69204  0.08389
H  4.14890  -3.15073  -0.49010
H  3.79707  -3.58532  1.20605
H  6.29123  -4.02897  0.47169
H  6.12035  -2.99608  1.87649
H  6.74042  -2.18377  -0.98998
H  7.52584  -1.64184  0.47963
H  5.30804  -0.34623  -0.90605
H  5.99280  0.15194  0.65250